{
  "formula": "C3H5N",
  "method": "the ωB97M-V functional and the def2-TZVPD basis",
  "energy_ha": -171.97435,
  "lumo_ev": 1.101,
  "smiles": "C#N.C=C",
  "symbols": ["C", "N", "H", "C", "C", "H", "H", "H", "H"],
  "coordinates": [[-1.34922, 1.91563, -1.36475], [-0.35738, 1.82225, -1.92231], [-2.16341, 2.20606, -0.87737], [-0.24285, -0.32420, 0.12870], [0.91973, 0.33046, 0.04173], [-0.58930, -1.12689, -0.54021], [-0.90597, -0.23048, 0.97350], [1.35650, 0.95050, 0.76212], [1.42201, 0.09947, -0.83418]],
  "atomic_forces_ev_per_a": [[2.847, 0.035, -2.008], [-0.135, -0.001, -0.539], [-3.075, 0.625, 1.856], [0.457, -0.509, 1.027], [-2.210, -2.210, 0.028], [0.468, 0.794, -0.217], [-0.071, 0.247, 0.389], [0.211, 0.993, 0.886], [1.509, 0.026, -1.421]]
}

***

{
  "formula": "C8H13N",
  "method": "the ωB97M-V functional and the def2-TZVPD basis",
  "energy_ha": -367.12671,
  "lumo_ev": [0.771, 0.147],
  "symbols": ["C", "C", "C", "C", "C", "C", "C", "C", "N", "H", "H", "H", "H", "H", "H", "H", "H", "H", "H", "H", "H", "H"],
  "coordinates": [[-0.22604, 2.17303, -1.79706], [0.09300, -2.30799, 0.69236], [-0.67279, -1.61247, -0.45240], [-1.27637, -0.48426, 1.64977], [0.21071, -0.88894, 1.43510], [-0.67347, -0.37142, 0.32348], [0.19312, 3.40474, -2.59416], [1.25798, -0.53484, 2.36691], [0.24369, 1.80178, -0.72118], [-1.03726, 1.43586, -2.21180], [-0.63497, -2.95051, 1.32455], [0.98418, -2.83809, 0.31013], [-0.06312, -1.41946, -1.36217], [-1.74219, -1.97072, -0.66894], [-2.02765, -1.30520, 1.93077], [-1.22242, 0.26742, 2.40117], [1.00064, 2.98601, -3.28253], [-0.66984, 3.81858, -3.17979], [0.68577, 4.08220, -1.80528], [1.35407, -1.44960, 3.07416], [0.87114, 0.40782, 2.80133], [2.24281, -0.45852, 1.79372]],
  "atomic_forces_ev_per_a": [[-2.129, -1.537, -1.250], [-0.829, -0.054, 1.126], [-1.625, -0.200, -1.439], [-0.365, -2.019, 0.879], [-1.796, -3.024, -2.489], [0.691, 2.068, 1.242], [1.124, -0.562, 0.611], [1.326, -0.605, 0.247], [0.542, -0.038, 1.192], [1.113, 1.414, 0.148], [1.487, 0.533, -1.106], [-0.298, 0.245, 0.705], [-0.485, -0.739, 0.382], [1.653, 0.205, -0.100], [0.881, 1.166, -0.662], [-0.430, 1.083, -0.043], [-1.024, 0.970, 0.582], [1.024, -0.140, 0.709], [-0.870, -0.558, -1.643], [-0.091, 1.902, -0.601], [1.222, -0.433, 0.454], [-1.121, 0.324, 1.056]]
}

***

{
  "formula": "C62H45FI4N5V",
  "method": "the ωB97M-V functional and the def2-TZVPD basis",
  "multiplicity": 3,
  "energy_ha": -4897.99394,
  "lumo_ev": [-1.339, -1.352],
  "s_squared": 2.027,
  "symbols": ["V", "I", "C", "C", "C", "C", "C", "C", "C", "C", "C", "C", "C", "C", "C", "C", "C", "C", "I", "C", "C", "C", "N", "C", "C", "C", "C", "C", "C", "I", "C", "C", "C", "C", "C", "C", "N", "C", "C", "C", "C", "C", "N", "C", "C", "C", "C", "I", "C", "C", "C", "C", "N", "H", "H", "H", "H", "H", "H", "H", "H", "H", "H", "H", "H", "H", "H", "H", "H", "H", "H", "H", "H", "H", "H", "H", "H", "C", "C", "C", "C", "C", "C", "C", "C", "C", "C", "C", "C", "N", "C", "C", "C", "C", "C", "C", "F", "H", "H", "H", "H", "H", "H", "H", "H", "H", "H", "H", "H", "H", "H", "H", "H", "H", "H", "H", "H", "H"],
  "coordinates": [[0.15034, 0.49955, 0.46298], [-8.38337, -1.55553, 4.09204], [-6.45736, -0.90774, 3.66399], [-6.19447, 0.44739, 3.54029], [-4.90547, 0.87714, 3.26208], [-3.84753, -0.02511, 3.11878], [-4.16422, -1.38865, 3.17215], [-5.44474, -1.83254, 3.46324], [-2.46720, 0.39168, 2.77315], [-1.42363, -0.44574, 2.97480], [-1.29514, -1.31830, 4.14727], [0.00611, -1.56942, 4.30419], [0.70649, -1.01645, 3.13803], [2.03603, -1.23238, 2.85048], [2.89959, -2.01738, 3.77654], [2.59498, -3.32525, 4.14855], [3.43421, -4.04909, 4.98513], [4.60452, -3.46400, 5.44778], [5.87548, -4.54363, 6.69117], [4.93713, -2.16797, 5.08348], [4.08048, -1.45579, 4.25479], [2.54932, -0.94287, 1.56645], [1.99336, -0.19082, 0.63403], [2.61063, -0.53922, -0.65733], [1.81017, 0.73087, -2.33289], [1.52143, 0.12087, -3.76604], [0.21701, 0.53992, -4.34765], [-0.13675, 0.15057, -5.56888], [0.79886, -0.64290, -6.38585], [0.05837, -1.44822, -8.15774], [2.07253, -0.80614, -6.04915], [2.62772, -0.24290, -4.77144], [1.15144, 1.99486, -1.97802], [1.21368, 3.18869, -2.71746], [0.63434, 4.15236, -1.92237], [0.20807, 3.50523, -0.74096], [0.54275, 2.15479, -0.79705], [-0.50139, 4.09511, 0.29871], [-1.14413, 3.40506, 1.31201], [-1.98611, 3.98126, 2.29253], [-2.62586, 2.94739, 2.92065], [-2.14728, 1.75086, 2.31008], [-1.24121, 2.01326, 1.36881], [-0.62393, 5.58329, 0.28796], [-1.75314, 6.19085, -0.24832], [-1.87237, 7.57433, -0.26028], [-0.85223, 8.34664, 0.27783], [-1.02596, 10.41886, 0.27572], [0.28111, 7.75581, 0.81660], [0.39122, 6.37051, 0.81480], [3.60101, -1.60426, -0.31781], [3.64802, -1.74782, 0.99805], [-0.18103, -0.34872, 2.34073], [-6.99065, 1.17169, 3.64724], [-4.73938, 1.93388, 3.12930], [-3.40783, -2.12199, 2.92731], [-5.65503, -2.89293, 3.49397], [-2.09118, -1.53777, 4.84050], [0.48035, -2.06189, 5.13764], [1.69304, -3.79078, 3.76674], [3.18231, -5.06378, 5.26140], [5.84810, -1.71182, 5.44628], [4.33113, -0.43825, 3.97560], [-0.45030, 1.15133, -3.76316], [-1.09722, 0.42270, -5.98622], [2.76249, -1.33442, -6.69761], [3.39708, 0.50257, -4.98473], [1.64832, 3.30252, -3.69887], [0.49697, 5.19961, -2.14295], [-2.08703, 5.03724, 2.48967], [-3.29913, 3.01015, 3.75888], [-2.54431, 5.57522, -0.66012], [-2.75231, 8.04197, -0.68048], [1.07272, 8.36343, 1.23314], [1.27546, 5.89795, 1.22610], [4.20838, -2.13605, -1.03332], [4.27481, -2.41906, 1.56589], [-2.44604, 1.12999, -2.32905], [-2.91189, -0.20803, -1.76530], [-3.13183, -0.11716, -0.26524], [-2.07938, -1.45611, -2.04965], [-2.75094, -2.45707, -2.75210], [-2.24275, -3.73301, -2.89705], [-1.06321, -4.05045, -2.24817], [-0.35550, -3.08548, -1.54047], [0.83073, -3.52053, -0.70406], [0.36194, -3.85316, 0.71650], [1.63089, -4.67777, -1.29624], [-0.80194, -1.74549, -1.52227], [0.08832, -0.72350, -1.02028], [1.40736, -0.63290, -1.67367], [1.66044, -1.26273, -3.07443], [3.09761, -1.35423, -3.76060], [4.36871, -0.82368, -3.15819], [4.41208, 0.16504, -2.28415], [3.18970, 0.61407, -1.55688], [3.51079, 1.75481, -0.85689], [-3.14908, 1.91340, -2.03349], [-2.41462, 1.10217, -3.41944], [-1.46340, 1.41340, -1.95111], [-3.88503, -0.41379, -2.21661], [-2.17547, 0.08290, 0.20892], [-3.52653, -1.04709, 0.14758], [-3.79613, 0.70709, 0.00403], [-3.71940, -2.21644, -3.17647], [-2.78222, -4.47978, -3.46567], [-0.69026, -5.06669, -2.28117], [1.50762, -2.68540, -0.61009], [-0.35360, -4.68043, 0.69534], [-0.12455, -2.99170, 1.17877], [1.21195, -4.14703, 1.34129], [1.09868, -5.62914, -1.21734], [2.57235, -4.79032, -0.75233], [1.86365, -4.51154, -2.35167], [1.01772, -2.08854, -3.36940], [3.26274, -2.32981, -4.21520], [5.28766, -1.17738, -3.61473], [5.34418, 0.61369, -1.96187]],
  "atomic_forces_ev_per_a": [[-1.764, 0.608, 0.518], [-0.144, -0.050, 0.027], [0.078, 0.031, -0.009], [0.101, 0.002, -0.032], [-0.113, 0.001, 0.037], [0.142, 0.161, -0.037], [-0.035, -0.063, -0.033], [0.090, 0.068, -0.044], [-0.522, 0.458, -0.126], [0.526, -0.316, 0.087], [-0.182, 0.123, -0.198], [0.271, 0.002, -0.086], [-0.258, -0.025, -0.016], [0.167, -0.100, 0.066], [-0.003, 0.044, -0.046], [-0.018, -0.064, 0.012], [-0.006, 0.084, -0.052], [-0.066, 0.031, -0.056], [0.075, -0.068, 0.078], [-0.085, 0.018, -0.045], [0.077, 0.039, 0.053], [0.088, -0.276, -0.051], [1.083, -0.010, -0.309], [-0.073, 0.007, 0.111], [-0.001, -0.020, -0.093], [0.025, 0.047, 0.035], [0.040, 0.005, 0.086], [0.142, -0.135, -0.147], [-0.179, 0.146, 0.124], [-0.051, -0.043, -0.090], [0.058, 0.041, 0.130], [0.058, -0.032, 0.107], [0.090, -0.038, 0.186], [-0.025, 0.097, -0.001], [0.020, -0.004, -0.056], [0.070, -0.119, 0.132], [0.204, 0.051, -0.318], [0.028, 0.114, 0.028], [-0.108, -0.178, -0.191], [-0.016, 0.023, 0.098], [0.013, 0.010, 0.009], [-0.148, -0.313, 0.095], [0.308, -0.008, -0.144], [-0.043, -0.089, -0.020], [-0.040, 0.064, 0.017], [0.063, -0.089, 0.038], [-0.001, -0.097, -0.009], [-0.012, 0.149, -0.002], [-0.039, -0.119, -0.021], [0.062, 0.080, -0.018], [-0.019, -0.180, -0.176], [-0.101, -0.029, 0.307], [0.182, -0.068, 0.317], [0.008, -0.007, 0.010], [-0.075, -0.066, 0.018], [0.014, -0.010, 0.034], [0.008, 0.004, 0.014], [-0.007, 0.005, -0.042], [0.009, 0.008, -0.043], [0.029, 0.013, 0.015], [0.003, -0.002, 0.004], [-0.003, -0.007, -0.002], [0.002, -0.028, 0.006], [0.055, -0.003, 0.007], [0.022, -0.022, -0.029], [-0.008, -0.001, 0.012], [0.003, 0.011, -0.042], [-0.012, 0.000, 0.030], [0.007, -0.025, 0.007], [-0.007, -0.030, -0.003], [0.079, 0.050, -0.028], [0.013, 0.017, 0.010], [0.013, -0.002, 0.002], [-0.010, 0.000, -0.006], [-0.025, 0.012, -0.008], [-0.065, 0.087, 0.066], [-0.036, 0.043, -0.014], [0.035, 0.015, 0.011], [0.036, -0.035, -0.080], [-0.039, 0.003, 0.019], [-0.071, 0.061, -0.061], [-0.038, -0.003, 0.061], [0.040, -0.007, 0.008], [-0.050, 0.016, 0.032], [-0.020, -0.056, 0.061], [-0.011, -0.018, -0.045], [-0.006, -0.060, -0.002], [0.035, -0.046, -0.004], [0.240, 0.244, 0.031], [0.226, -0.290, -0.451], [-0.069, -0.025, 0.185], [0.046, -0.034, 0.063], [-0.096, 0.060, 0.007], [-0.119, -0.027, -0.168], [-0.045, -0.029, -0.007], [-0.062, 0.019, -0.121], [-0.070, 0.017, 0.046], [-0.007, -0.028, -0.012], [-0.042, 0.015, 0.041], [-0.050, -0.016, -0.023], [-0.020, 0.022, -0.042], [0.009, -0.066, 0.197], [-0.002, 0.009, -0.018], [-0.013, -0.011, -0.015], [0.027, -0.028, -0.014], [0.012, 0.009, 0.004], [-0.016, 0.028, -0.002], [0.124, 0.163, -0.008], [0.033, 0.021, 0.019], [-0.010, 0.033, -0.004], [-0.035, 0.024, -0.033], [0.011, 0.037, -0.004], [-0.032, -0.004, -0.008], [0.004, 0.018, 0.042], [0.038, -0.004, -0.033], [0.017, -0.032, 0.018], [-0.021, 0.006, -0.002], [-0.016, -0.022, 0.025]]
}

***

{
  "formula": "C20H24F5LaNO2P2Te",
  "method": "the ωB97M-V functional and the def2-TZVPD basis",
  "energy_ha": -2463.09742,
  "lumo_ev": -4.335,
  "total_charge": 1,
  "symbols": ["C", "C", "C", "C", "C", "C", "C", "C", "C", "C", "C", "C", "C", "H", "H", "H", "H", "H", "H", "H", "N", "La", "C", "H", "H", "C", "H", "H", "P", "P", "C", "H", "H", "H", "C", "H", "H", "H", "C", "H", "H", "H", "C", "H", "H", "H", "C", "O", "H", "F", "Te", "F", "F", "F", "F", "O"],
  "coordinates": [[3.13049, -2.54860, 0.11738], [2.34365, -1.66831, -0.59918], [0.94115, -1.79306, -0.44085], [0.34439, -2.92838, 0.22378], [1.19753, -3.70366, 1.04936], [2.57183, -3.48187, 1.01363], [-1.00808, -3.16469, -0.01867], [-1.82044, -2.12470, -0.49409], [-1.14897, -1.04095, -1.18509], [-1.83845, -0.17900, -2.08334], [-3.21821, -0.22809, -2.04318], [-3.89751, -1.03396, -1.11734], [-3.23338, -1.99972, -0.36819], [4.20953, -2.43907, 0.03953], [0.74944, -4.43967, 1.72235], [3.23976, -4.09019, 1.62256], [-1.44495, -4.11765, 0.23926], [-3.76507, 0.43933, -2.68425], [-4.98068, -0.95511, -1.02690], [-3.75139, -2.64887, 0.35319], [0.16171, -0.83392, -0.97024], [-0.93747, 0.33108, 3.81435], [2.87514, -0.51145, -1.43786], [2.68915, -0.62515, -2.52289], [3.95863, -0.43369, -1.27468], [-0.96840, 0.78654, -2.90522], [-0.29625, 0.25115, -3.60141], [-1.61526, 1.46905, -3.47312], [2.11019, 1.09681, -0.97440], [0.11232, 1.88284, -1.90304], [-1.04576, 2.56362, -0.69545], [-0.79459, 3.60382, -0.44386], [-2.04404, 2.51661, -1.15843], [-1.04927, 1.94347, 0.21231], [0.48246, 3.28481, -2.98233], [-0.42618, 3.51298, -3.55572], [0.76419, 4.18414, -2.42760], [1.28914, 3.05086, -3.68650], [1.98739, 1.12438, 0.84447], [2.52230, 1.99138, 1.24612], [0.93108, 1.15750, 1.14032], [2.43994, 0.20163, 1.22525], [3.37239, 2.32123, -1.38298], [3.14183, 3.28970, -0.92267], [4.32473, 1.94200, -0.98834], [3.45500, 2.43771, -2.47141], [1.49317, 4.17947, 0.51828], [1.13415, 4.94032, 1.29398], [-1.07169, -1.05419, 4.56298], [-4.81533, -2.78149, 4.71509], [-3.90481, -1.11742, 5.30390], [-1.06421, 1.04726, 1.84076], [0.92660, -0.62712, 4.24827], [-2.52509, -2.33393, 5.78117], [-3.62564, -0.94014, 3.37655], [-2.60817, 0.29438, 5.33438]],
  "atomic_forces_ev_per_a": [[0.120, 1.077, -0.396], [-0.012, -0.011, 0.702], [-1.334, 0.147, 0.305], [0.874, 0.452, -0.871], [1.094, -0.327, -0.082], [-1.121, -0.800, 0.094], [-0.399, 0.858, 1.069], [0.261, 0.695, -1.089], [0.518, -0.517, 1.288], [0.162, 0.238, 0.775], [1.173, 0.731, -0.293], [-0.134, -1.405, 0.908], [-0.500, 0.057, -0.601], [-0.065, -0.236, 0.077], [0.294, 0.132, -0.295], [-0.242, 0.231, -0.079], [-0.178, 0.024, 0.534], [-0.349, 0.096, -0.201], [0.318, 0.062, -0.024], [0.092, 0.319, -0.555], [0.625, -0.236, -1.828], [1.030, 7.127, 0.632], [-0.686, -0.628, -0.333], [0.126, -0.226, 0.390], [-0.255, 0.366, -0.087], [0.028, -1.035, 0.074], [-0.450, 0.068, 0.132], [0.292, -0.019, 0.078], [-0.093, 0.135, 1.013], [-0.678, 0.331, 0.213], [0.402, 0.007, 0.357], [-0.075, -0.424, -0.131], [0.359, -0.036, 0.049], [-0.219, -0.016, 0.240], [0.544, 0.046, -0.452], [0.187, -0.108, 0.167], [-0.004, -0.244, 0.099], [-0.199, 0.057, 0.017], [-0.348, 0.010, -0.281], [-0.108, -0.233, -0.206], [0.063, -0.093, 0.179], [-0.164, 0.086, -0.058], [-0.015, 0.285, -0.491], [0.106, -0.392, -0.243], [-0.224, 0.097, -0.084], [0.135, 0.002, 0.236], [-1.117, 2.287, 2.109], [0.937, -1.932, -1.922], [-1.299, -8.220, 2.344], [0.267, 0.349, -0.127], [2.329, 0.732, -0.238], [-0.147, 0.763, -4.366], [2.116, 0.028, -0.266], [-1.185, 0.183, 0.156], [-0.244, -0.303, 0.239], [-2.608, -0.639, 1.123]]
}